Below is a structure of composition C45H90Br10O17 in a non-equilibrium geometry, with properties calculated with ωB97M-V with the def2-TZVPD basis set.

```
162
Properties=species:S:1:pos:R:3:forces:R:3
C -1.326 2.324 -2.765 -0.7 0.6 0.0
C -0.929 2.625 -1.343 0.7 -0.3 -0.1
O -1.651 2.339 -0.412 -0.3 0.0 0.0
C 0.448 3.219 -1.109 -0.5 -0.4 0.5
H -2.236 1.733 -2.752 -0.2 0.1 0.0
H -0.596 1.781 -3.354 0.3 0.3 0.1
H -1.553 3.289 -3.228 0.1 -0.1 -0.2
H 1.144 2.732 -1.780 0.1 0.4 -0.3
H 0.742 2.964 -0.090 0.0 0.0 0.0
H 0.464 4.307 -1.160 0.0 0.0 -0.4
O -2.899 -5.272 3.259 -0.5 0.0 -0.2
C -3.309 -4.178 3.567 1.0 -0.7 0.4
O -4.348 -3.976 4.387 -0.2 0.2 -0.4
C -4.993 -5.141 4.911 0.2 -0.3 0.6
C -5.713 -4.751 6.177 -0.5 -0.6 0.4
C -2.589 -2.924 3.215 0.2 0.4 -0.9
H -4.252 -5.910 5.140 0.2 0.2 0.0
H -5.655 -5.616 4.185 -0.1 0.4 -0.2
H -6.535 -4.049 6.045 0.1 0.1 -0.2
H -5.068 -4.377 6.972 0.3 0.1 -0.3
H -6.140 -5.676 6.580 -0.1 0.1 0.0
H -1.736 -3.133 2.568 0.0 -0.4 0.3
H -2.209 -2.440 4.113 -0.3 0.3 0.0
H -3.209 -2.282 2.584 -0.2 0.3 0.6
O 0.100 -0.162 -2.476 0.5 -0.2 0.6
C -0.831 -0.524 -1.800 -0.9 0.4 -0.6
O -0.819 -0.751 -0.485 0.1 0.2 -0.3
C 0.375 -0.416 0.242 0.6 -0.3 0.7
C 0.221 -1.013 1.624 -0.5 0.5 0.3
C -2.223 -0.724 -2.386 1.0 -0.5 0.2
H 0.518 0.662 0.319 -0.2 0.0 -0.3
H 1.251 -0.844 -0.247 -0.1 0.1 -0.3
H 1.002 -0.674 2.304 0.4 -0.1 -0.3
H 0.177 -2.101 1.572 0.1 0.6 0.3
H -0.694 -0.632 2.091 -0.2 -0.1 -0.2
H -2.380 -1.805 -2.401 -0.4 0.1 0.1
H -2.213 -0.372 -3.412 0.0 0.1 0.0
H -2.960 -0.204 -1.785 -0.2 -0.2 0.0
O 5.680 -1.761 -1.407 -0.3 -0.3 0.4
C 5.000 -0.765 -1.412 -0.1 0.1 -0.5
O 4.064 -0.493 -2.331 -1.4 -4.9 1.3
C 3.698 -1.534 -3.250 0.2 0.4 -0.2
C 2.633 -2.444 -2.677 0.6 -0.4 0.4
C 5.192 0.425 -0.507 4.0 -2.5 4.1
H 4.571 -2.062 -3.630 0.2 -0.2 0.4
H 3.277 -0.970 -4.084 1.2 -1.0 1.8
H 3.093 -3.053 -1.892 -0.2 0.1 0.2
H 2.243 -3.163 -3.396 0.0 0.2 -0.3
H 1.801 -1.859 -2.285 0.0 0.0 0.0
H 6.147 0.304 0.000 0.2 -0.4 0.3
H 4.369 0.486 0.201 3.1 -0.9 1.9
H 5.264 1.324 -1.122 2.4 -2.4 4.8
O 2.761 1.691 1.564 0.3 0.2 0.1
C 2.936 2.580 2.360 -0.4 -0.9 0.9
O 3.778 3.605 2.246 -0.1 -0.1 0.3
C 4.641 3.732 1.132 1.4 0.5 -1.0
C 4.364 5.031 0.375 -0.6 -0.5 0.3
C 2.187 2.682 3.666 -0.4 0.8 -0.2
H 4.666 2.866 0.469 -0.8 0.1 0.3
H 5.678 3.756 1.481 -0.2 0.2 0.5
H 3.345 5.003 -0.017 0.0 0.0 -0.2
H 5.046 5.119 -0.468 0.0 0.2 0.2
H 4.397 5.898 1.033 0.3 0.0 0.1
H 1.404 1.947 3.833 0.2 -0.3 -0.4
H 1.678 3.645 3.556 0.0 0.1 0.6
H 2.840 2.712 4.534 0.2 0.1 -0.1
O -1.334 0.315 8.739 0.3 -0.2 -0.1
C -1.369 0.836 7.654 -0.3 -0.2 0.5
O -0.825 0.312 6.551 0.2 0.4 -0.5
C 0.024 -0.841 6.678 -0.9 -0.3 0.5
C 0.647 -1.096 5.336 0.7 -0.1 0.1
C -2.039 2.155 7.387 0.3 -0.4 -0.7
H -0.584 -1.677 7.036 0.0 0.0 -0.1
H 0.754 -0.641 7.464 0.1 0.0 -0.1
H 1.480 -0.395 5.260 0.0 -0.1 -0.6
H -0.013 -1.011 4.474 -0.3 0.3 0.3
H 1.029 -2.118 5.289 0.2 0.1 0.2
H -2.508 2.118 6.404 -0.2 0.0 0.1
H -1.241 2.894 7.298 -0.2 0.2 0.3
H -2.752 2.356 8.176 0.1 0.2 0.0
O 4.655 3.260 -1.735 0.4 0.2 -0.5
C 4.388 2.086 -1.790 -3.5 2.0 -1.7
O 5.047 1.198 -2.544 2.0 4.9 -6.5
C 6.330 1.586 -3.092 -1.1 0.2 -0.8
C 7.049 0.301 -3.430 0.2 0.1 0.3
C 3.186 1.474 -1.091 -1.8 1.3 -1.8
H 6.830 2.258 -2.397 0.3 -0.1 0.1
H 6.082 2.134 -4.005 0.4 0.3 0.1
H 6.427 -0.347 -4.046 0.0 0.1 -0.1
H 7.265 -0.256 -2.518 0.3 0.0 -0.2
H 7.963 0.534 -3.976 0.1 -0.1 0.1
H 2.567 1.000 -1.853 -0.4 0.3 0.1
H 2.686 2.274 -0.570 0.0 -0.1 -0.1
H 3.562 0.715 -0.403 -3.8 1.6 -1.9
O -0.416 7.418 2.751 -0.4 -0.1 0.2
C 0.100 6.617 3.486 0.7 0.6 -0.5
O -0.199 5.317 3.509 0.1 -0.4 0.5
C -1.293 4.857 2.732 -0.9 -0.4 -0.9
C -1.311 3.342 2.724 -0.2 0.5 1.3
C 1.288 6.947 4.356 0.6 0.2 -0.3
H -1.254 5.219 1.702 0.3 0.3 0.1
H -2.242 5.202 3.151 0.2 0.3 0.1
H -2.221 3.027 2.218 0.4 -0.2 -0.4
H -1.441 3.035 3.768 0.2 -0.2 0.0
H -0.371 2.930 2.364 -0.3 -0.2 -0.4
H 1.895 6.073 4.585 -0.3 -0.1 0.3
H 1.041 7.523 5.246 -0.3 -0.3 0.1
H 1.943 7.611 3.789 -0.2 0.0 -0.2
O 2.143 -1.092 -5.072 -2.4 -0.1 -2.6
C 2.379 -0.049 -5.624 0.2 0.6 0.0
O 1.617 0.508 -6.567 0.4 -0.2 -0.3
C 0.518 -0.257 -7.078 -0.8 0.5 0.0
C -0.713 -0.051 -6.212 -0.4 -0.3 -0.5
C 3.547 0.843 -5.247 -0.5 0.4 -0.4
H 0.746 -1.314 -7.198 0.3 0.0 0.2
H 0.322 0.172 -8.060 0.2 -0.1 -0.1
H -1.503 -0.689 -6.621 0.1 -0.3 0.3
H -1.141 0.949 -6.308 0.4 0.2 0.2
H -0.501 -0.301 -5.174 -0.1 0.0 0.1
H 3.626 1.668 -5.952 0.0 0.0 0.0
H 4.488 0.305 -5.186 -0.1 -0.1 0.0
H 3.327 1.240 -4.259 0.1 0.1 0.1
Br -4.661 -0.973 0.526 -0.2 0.0 -0.2
C -4.515 0.987 0.598 0.0 -0.3 -0.4
C -5.143 1.655 -0.619 -0.6 -0.5 0.5
Br -5.967 3.344 -0.020 0.5 -0.2 -0.4
H -3.441 1.122 0.639 0.0 0.5 0.3
H -5.068 1.262 1.486 0.3 0.0 0.2
H -5.988 1.064 -0.963 0.0 0.1 0.0
H -4.461 1.798 -1.450 0.1 0.4 0.1
Br -9.334 -3.307 -1.910 0.2 0.2 -0.1
C -7.465 -2.785 -2.210 -0.2 0.1 0.5
C -6.650 -4.046 -2.126 0.2 0.2 -0.2
Br -4.724 -3.603 -2.260 -0.6 -0.2 0.0
H -7.184 -2.099 -1.414 -0.1 0.0 0.0
H -7.429 -2.251 -3.151 0.1 -0.2 -0.2
H -6.878 -4.730 -2.938 0.1 -0.1 0.0
H -6.790 -4.528 -1.165 0.1 -0.1 0.0
Br 4.681 -5.367 2.233 0.0 0.3 -0.4
C 4.066 -4.034 0.935 -0.8 -0.5 -0.1
C 3.341 -2.916 1.624 0.2 0.9 -0.2
Br 4.559 -1.556 2.334 -0.1 -0.3 0.3
H 3.310 -4.511 0.306 0.1 -0.3 0.1
H 4.876 -3.750 0.270 0.2 0.2 0.3
H 2.679 -3.229 2.426 0.2 -0.2 0.1
H 2.724 -2.348 0.928 0.1 -0.2 -0.2
Br -0.055 -5.303 -2.439 -0.4 0.0 0.4
C -1.602 -5.022 -1.272 -0.1 0.8 -0.1
C -1.407 -3.944 -0.234 0.3 -0.1 -0.1
Br 0.101 -4.285 0.951 -0.1 -0.9 -0.2
H -1.980 -5.944 -0.843 0.4 -0.2 -0.1
H -2.366 -4.581 -1.905 0.0 -0.5 -0.3
H -2.322 -3.872 0.354 0.1 -0.1 0.2
H -1.213 -2.968 -0.673 0.1 -0.2 0.0
Br -3.967 -2.396 -7.748 0.2 0.2 0.1
C -4.703 -1.029 -6.560 -0.4 0.1 -0.4
C -4.640 -1.555 -5.146 -0.3 -0.1 -0.5
Br -5.433 -0.258 -3.899 0.4 -0.1 -0.4
H -5.707 -0.896 -6.953 -0.1 0.0 0.4
H -4.194 -0.083 -6.718 0.4 -0.2 0.1
H -3.616 -1.806 -4.883 0.0 0.3 0.4
H -5.240 -2.457 -5.074 0.0 0.0 0.2
```
Forces are in eV/Å.

Calculated total energy   -28787.64847 a.u.
HOMO-LUMO gap   9.36 eV
Largest force on an atom   8.39 eV/A